Entry 1:
C4H13NO2 | the ωB97M-V functional and the def2-TZVPD basis

## Properties
charge: 0
SMILES string: C=C(N)CC.O.O
E: -365.349240 Ha
spin multiplicity: 1

Each line ends with the Löwdin charge.
Positions of all 20 atoms, in Å:
C  -0.0643  1.6921  1.1313  0.01
C  0.9108  0.7804  0.9174  -0.41
N  1.3008  0.3107  -0.3447  0.06
C  1.8257  0.2377  2.0375  -0.23
C  2.2801  1.2975  3.0169  -0.12
H  -0.4979  2.6286  0.8274  0.04
H  -0.5958  1.3641  2.0452  0.06
H  1.5868  0.9373  -1.0769  0.09
H  1.7213  -0.6007  -0.3626  0.08
H  1.3607  -0.6326  2.5001  0.11
H  2.6895  -0.1582  1.5014  0.10
H  1.4581  1.6536  3.6407  0.07
H  2.8126  2.0838  2.4753  0.08
H  2.9825  0.8112  3.7342  0.08
O  -5.0325  3.1697  -3.0505  -0.05
H  -4.6475  2.3763  -2.6724  0.03
H  -4.3279  3.7568  -3.2839  0.02
O  -0.2391  -6.6520  -2.4580  -0.05
H  -1.0043  -6.0858  -2.4241  0.02
H  0.0960  -6.6062  -3.3557  0.03

Entry 2:
C5H9BrN3O | the ωB97M-V functional and the def2-TZVPD basis

## Properties
charge: +1
E: -3009.097427 Ha
spin multiplicity: 1

Each line ends with the Löwdin charge.
Positions of all 19 atoms, in Å:
C  -1.0149  0.9442  -0.5359  -0.21
C  -1.9279  0.4994  0.3721  -0.57
C  -0.3525  -2.8545  0.1793  -0.05
C  1.2416  1.5388  -0.0104  -0.46
C  0.7969  -2.0522  -0.0880  -0.03
N  0.4077  0.6354  -0.3794  0.00
N  0.8295  2.7881  0.2325  0.19
N  -1.2879  -3.5184  0.3909  0.33
O  2.6143  1.3144  -0.0048  0.10
Br  -3.7512  0.6727  -0.0641  0.70
H  -1.0815  1.5272  -1.4102  0.10
H  -1.8088  0.4173  1.3888  0.02
H  0.5696  -0.8319  -0.0149  0.08
H  1.2420  -2.1665  -1.0438  0.09
H  -0.1426  3.1353  0.0788  0.14
H  1.3735  3.6560  0.2297  0.14
H  1.5308  -2.3599  0.6895  0.12
H  -2.2023  -3.9748  0.5693  0.18
H  2.9637  0.6295  -0.5796  0.12

Entry 3:
C18H25N3O4S | the ωB97M-V functional and the def2-TZVPD basis

## Properties
charge: 0
SMILES string: COc1ccc(N2CCN([C@H](CNS(C)(=O)=O)c3ccco3)CC2)cc1
E: -1563.631869 Ha
spin multiplicity: 1

Each line ends with the Löwdin charge.
Positions of all 51 atoms, in Å:
C  -7.9880  -0.2830  0.2254  -0.08
O  -6.8156  -1.1908  0.2720  -0.11
C  -5.5340  -0.5869  0.2029  -0.29
C  -4.6070  -1.6351  0.3504  -0.03
C  -3.3176  -1.3871  0.1846  -0.03
C  -3.0487  0.0479  0.2079  -0.11
N  -1.7384  0.7447  0.1570  -0.13
C  -0.7109  -0.2429  0.4248  -0.19
C  0.6626  0.3052  0.7380  -0.19
N  1.1256  1.3789  -0.2371  -0.07
C  2.3300  0.9288  -0.9502  -0.24
C  2.4739  -0.4376  -1.4117  -0.19
N  3.7560  -1.1441  -1.4650  -0.06
S  4.3227  -1.6977  0.1570  0.50
C  4.4826  -3.2830  -0.2562  -0.24
O  3.2227  -1.7399  1.0875  -0.30
O  5.5659  -1.3086  0.4483  -0.22
C  3.3920  1.3524  0.2262  -0.06
C  3.6002  1.6318  1.4597  -0.16
C  4.9063  1.8587  1.8301  0.06
C  5.6011  1.8817  0.2196  -0.14
O  4.8142  1.4109  -0.5192  -0.01
C  0.0495  1.5197  -1.3779  0.01
C  -1.3421  1.7240  -0.4116  -0.26
C  -4.1269  0.9277  0.1919  -0.07
C  -5.3840  0.6792  -0.0691  -0.06
H  -8.0193  0.5531  0.8411  0.05
H  -8.1470  0.2974  -0.7770  0.11
H  -8.9167  -0.8387  0.1554  0.08
H  -4.7893  -2.7877  0.5537  0.17
H  -2.4958  -2.0719  0.4808  0.11
H  -1.0073  -0.8246  1.3544  0.14
H  -0.2245  -1.1404  -0.2734  0.17
H  1.3395  -0.2161  1.2233  0.03
H  0.3359  1.0299  1.6963  0.17
H  2.5468  1.5434  -1.6652  0.09
H  1.9442  -1.2596  -0.5493  0.18
H  1.9389  -0.5454  -2.1441  0.03
H  4.3795  -0.3718  -1.6132  0.06
H  5.2033  -3.5619  -1.2532  0.16
H  3.4687  -3.8088  -0.3563  0.09
H  4.7419  -3.9793  0.6060  0.09
H  2.7374  1.4718  2.2348  0.17
H  5.4443  2.2135  2.5703  0.00
H  6.6395  1.6439  0.1739  0.10
H  0.0453  0.8143  -2.0325  0.04
H  0.2927  2.4837  -1.6968  0.10
H  -1.1247  2.4252  0.2249  0.08
H  -2.0625  1.9772  -1.1985  0.14
H  -3.7827  2.0603  -0.0916  0.16
H  -6.1801  1.4377  -0.1491  0.14

Entry 4:
C20H31BNNdO2 | the ωB97M-V functional and the def2-TZVPD basis

## Properties
charge: 0
E: -1572.105173 Ha
spin multiplicity: 4

Each line ends with the Löwdin charge.
Positions of all 56 atoms, in Å:
O  -0.2874  1.4322  -2.9871  -0.12
C  1.0453  2.0259  -2.8006  -0.14
C  0.4982  3.4571  -2.9327  -0.06
H  1.7155  1.7288  -3.6123  0.11
H  1.4657  1.7804  -1.7989  0.10
C  -0.8876  2.7428  -2.8126  -0.57
H  0.6611  3.8999  -3.9213  0.11
H  0.7174  4.1322  -2.0959  0.12
C  -1.9337  3.0369  -3.8708  -0.01
H  -2.3772  2.1154  -4.2553  0.09
H  -1.4968  3.6080  -4.6989  0.08
H  -2.7225  3.6304  -3.3919  0.08
C  -1.4106  2.9438  -1.4052  -0.02
H  -0.6051  2.8396  -0.6654  0.08
H  -2.2213  2.2481  -1.1711  0.07
H  -1.8041  3.9686  -1.3280  0.10
Nd  0.0852  -1.1110  1.3042  1.86
C  0.7907  1.4424  3.2650  -0.21
C  2.0054  0.7047  3.1948  -0.21
C  2.6384  1.0098  1.9526  -0.21
H  2.4092  0.0692  3.9878  0.08
C  1.8057  1.9304  1.2514  -0.21
C  0.6665  2.2091  2.0668  -0.21
H  -0.1187  2.9243  1.8360  0.08
H  0.1008  1.4555  4.1064  0.09
H  3.6241  0.6699  1.6309  0.08
H  2.0302  2.4063  0.2950  0.06
C  -1.9416  -0.9692  2.9395  -0.21
C  -2.0326  0.1769  2.0948  -0.24
C  -2.3847  -0.2563  0.7783  -0.21
H  -1.8679  1.2145  2.3856  0.10
C  -2.5230  -1.6810  0.8128  -0.22
C  -2.2346  -2.1221  2.1380  -0.21
H  -2.3341  -3.1464  2.4963  0.11
H  -1.6841  -0.9716  3.9998  0.12
H  -2.6285  0.3865  -0.0704  0.09
H  -2.8945  -2.3039  -0.0098  0.10
O  0.1760  -2.0347  -0.6133  -0.43
C  -0.5325  -1.6980  -1.8907  -0.11
C  0.3359  -2.2348  -3.0231  -0.13
H  -0.6745  -0.6131  -1.9191  0.11
H  -1.5142  -2.1926  -1.8692  0.12
C  1.3569  -3.1889  -2.3974  -0.14
H  0.8028  -1.4032  -3.5497  0.11
H  -0.2917  -2.7597  -3.7436  0.12
C  1.1021  -3.2112  -0.8897  -0.10
H  2.3851  -2.9058  -2.6133  0.12
H  1.2474  -4.1984  -2.7916  0.12
H  1.9944  -3.0823  -0.2704  0.11
H  0.5577  -4.1149  -0.5900  0.13
B  1.6343  -2.6176  5.0872  -0.43
C  1.3919  -2.8252  3.5961  -0.25
N  1.1420  -2.9116  2.4508  -0.05
H  2.8358  -2.6323  5.2959  0.02
H  1.0310  -3.4874  5.6835  0.02
H  1.1506  -1.5163  5.3399  0.02